a:
DFT (the ωB97M-V functional and the def2-TZVPD basis) results for CH5N3O in the gas phase.

## Properties
- Orbital gap: 0.343 Ha
- Charge: 0
- Structure (SMILES): N/N=C/NO
- Lowest unoccupied orbital energy: 1.04 eV

CARTESIAN COORDINATES (ANGSTROEM)
C -0.02132 -0.65421 -0.52208
H 1.52300 0.17532 1.66290
H 2.16609 1.47649 0.62715
H 0.45170 -1.72684 -0.79088
H -1.77753 -1.33832 -0.70595
H -1.19853 1.11943 0.23078
N 1.63672 0.51821 0.62654
N 0.40847 0.49623 0.04798
N -1.26060 -0.54304 -0.98333
O -1.92800 0.47672 -0.19310

Atomic partial charges in e from the Löwdin method, atoms 1 to 5:
1. C -0.201
2. H 0.115
3. H 0.113
4. H 0.175
5. H 0.107

=====

b:
DFT (the ωB97M-V functional and the def2-TZVPD basis) results for 2 unconnected molecules or ions with the total composition CH5N3O.

## Properties
- Orbital gap (spin up / spin down): 0.313 / 0.350 Ha
- Charge: 0
- Lowest unoccupied orbital energy (spin up / spin down): 0.63 / 0.89 eV

CARTESIAN COORDINATES (ANGSTROEM)
C -0.84456 0.13797 -0.49390
N 1.85973 -0.72196 0.08571
N 1.73902 -1.52289 0.97227
N -0.10457 -0.00540 1.81772
O 0.13153 0.50674 0.50835
H -0.32618 0.37874 -1.47019
H -1.69937 0.77740 -0.28144
H -0.98771 -0.89384 -0.43191
H 2.52500 -0.58369 -0.59550
H 0.48963 0.40686 2.55002

Atomic partial charges in e from the Löwdin method, atoms 1 to 5:
1. C -0.080
2. N -0.007
3. N 0.100
4. N 0.050
5. O -0.384

=====

c:
DFT (the ωB97M-V functional and the def2-TZVPD basis) results for CH5N3O in the gas phase.

## Properties
- Orbital gap: 0.351 Ha
- Charge: 0
- Structure (SMILES): C=NNNO
- Lowest unoccupied orbital energy: 1.02 eV

CARTESIAN COORDINATES (ANGSTROEM)
C -1.96833 0.31144 0.95349
N -1.30377 0.05984 -0.14647
N 1.39857 0.16380 -0.34787
N -0.09478 -0.01278 -0.62088
O 2.17199 -1.00381 -0.21022
H -1.32575 0.70691 1.80435
H -3.01497 0.44258 0.68072
H 2.61263 -1.08603 -1.03180
H -0.08542 -0.17731 -1.64847
H 1.60983 0.59535 0.56716

Atomic partial charges in e from the Löwdin method, atoms 1 to 5:
1. C -0.071
2. N -0.118
3. N -0.076
4. N -0.086
5. O -0.070

=====

a is preferred energetically. Next in line: 0.0412 hartree higher.

=====

a:
DFT (the ωB97M-V functional and the def2-TZVPD basis) results for a molecular structure, C2H8N2S.

## Properties
- Orbital gap: 0.306 Ha
- Charge: 0
- Lowest unoccupied orbital energy: 0.57 eV

CARTESIAN COORDINATES (ANGSTROEM)
S -0.71924 -0.50425 1.90120
H 0.15152 -1.47985 2.19517
C 0.96814 -1.33066 -1.54739
N -0.31213 1.91359 -0.57495
C 0.22754 0.91448 -1.28701
N 0.43346 -0.23351 -0.77409
H 1.79440 -1.79700 -1.01583
H 1.30999 -0.98633 -2.52712
H 0.19044 -2.07584 -1.70220
H -0.45118 1.78194 0.41913
H -0.43998 2.81961 -0.97971
H 0.49685 1.13827 -2.31944
H -0.06837 -0.41203 0.39225

Atomic partial charges in e from the Löwdin method, atoms 1 to 5:
1. S 0.194
2. H -0.304
3. C -0.082
4. N 0.129
5. C -0.240

=====

b:
DFT (the ωB97M-V functional and the def2-TZVPD basis) results for 2 unconnected molecules or ions with the total composition C2H8N2S.

## Properties
- Orbital gap: 0.353 Ha
- Charge: 0
- Structure (SMILES): [H]/N=C/N.CS
- Lowest unoccupied orbital energy: 0.92 eV

CARTESIAN COORDINATES (ANGSTROEM)
C 2.35277 -0.88525 -0.05248
S 1.23507 -0.66883 1.42178
H 3.16838 -0.17269 0.02921
H 1.68756 -0.75465 -0.89702
H 2.82811 -1.85116 0.07297
N -1.82438 -0.77726 -0.11593
C -1.96394 0.48929 -0.17082
N -0.87454 1.30445 -0.46810
H 0.09681 -0.02450 1.23411
H -2.74208 -1.19900 -0.26826
H -2.89792 1.04453 -0.05410
H -1.05046 2.24285 -0.79531
H -0.01538 1.25222 0.06394

Atomic partial charges in e from the Löwdin method, atoms 1 to 5:
1. C -0.414
2. S 0.619
3. H 0.014
4. H 0.019
5. H 0.018

=====

c:
DFT (the ωB97M-V functional and the def2-TZVPD basis) results for a molecular structure, C2H8N2S.

## Properties
- Orbital gap: 0.291 Ha
- Charge: 0
- Lowest unoccupied orbital energy: 0.48 eV

CARTESIAN COORDINATES (ANGSTROEM)
C 1.90260 -1.65212 -0.02132
S 0.16845 -1.67831 -0.57201
H 2.00474 -1.37088 1.02876
H 2.50567 -0.91235 -0.56104
H 2.25129 -2.65062 -0.26832
N -0.49378 1.13778 -0.93420
C -1.07140 1.55359 0.15922
N -1.83739 0.76298 0.93674
H 0.46318 1.50462 -0.97375
H -0.33400 -0.16664 -0.97034
H -0.93063 2.61289 0.38048
H -2.79259 1.09415 1.05603
H -1.83615 -0.23509 0.73974

Atomic partial charges in e from the Löwdin method, atoms 1 to 5:
1. C -0.559
2. S 0.418
3. H 0.008
4. H 0.010
5. H -0.003

=====

a is preferred energetically. Next in line: 0.0283 hartree higher.

=====

a:
DFT (the ωB97M-V functional and the def2-TZVPD basis) results for 3 unconnected molecules or ions with the total composition C4H8O4.

## Properties
- Orbital gap: 0.340 Ha
- Charge: 0
- Structure (SMILES): O=CO.O=CO.C=C
- Lowest unoccupied orbital energy: 0.13 eV

CARTESIAN COORDINATES (ANGSTROEM)
C 0.55874 -1.59667 1.30070
O 0.91541 -2.50922 0.39114
O -0.62262 -1.31595 1.53573
H -1.29823 -0.24071 0.73855
H 0.13255 -2.86550 -0.06074
H 1.38088 -1.36795 1.98183
H 1.10829 0.11942 0.30632
C -1.56255 0.58488 -0.18406
C 0.71770 1.14245 0.07519
C 0.97026 1.73104 -1.09712
O -1.54174 -0.04971 -1.38539
O -2.19685 1.57681 0.00172
H -1.04138 -0.87168 -1.32622
H 0.47990 1.72698 0.95311
H 0.69180 2.75675 -1.27048
H 1.30784 1.17907 -1.96027

Atomic partial charges in e from the Löwdin method, atoms 1 to 5:
1. C -0.360
2. O 0.096
3. O 0.002
4. H 0.131
5. H 0.133

=====

b:
DFT (the ωB97M-V functional and the def2-TZVPD basis) results for a molecular structure, C4H8O4.

## Properties
- Orbital gap (spin up / spin down): 0.310 / 0.310 Ha
- Charge: 0
- Lowest unoccupied orbital energy (spin up / spin down): 0.47 / 0.47 eV

CARTESIAN COORDINATES (ANGSTROEM)
C -0.65021 -0.09558 -0.69186
C 0.94443 1.01466 -0.02852
C -0.36845 -0.93975 0.36288
C 0.11641 -1.44037 1.46518
O -1.97619 -1.77402 -0.19458
O 0.46751 2.20056 -0.61545
O -0.28388 -0.47885 -1.94857
O 1.36102 1.26314 1.27479
H -0.56405 0.20986 -2.56770
H 0.58917 1.56196 1.77804
H -1.73722 -2.29809 -0.97838
H 1.17390 2.86559 -0.56316
H -1.45346 0.62349 -0.58676
H 1.78109 0.58397 -0.58273
H -0.34348 -2.32449 1.89040
H 0.94341 -0.97207 1.98644

Atomic partial charges in e from the Löwdin method, atoms 1 to 5:
1. C -0.264
2. C -0.334
3. C -0.096
4. C 0.106
5. O -0.208

=====

a is preferred energetically. Next in line: 0.1033 hartree higher.

=====

a:
DFT (the ωB97M-V functional and the def2-TZVPD basis) results for a molecular structure, C19H27BF4N4NaO.

## Properties
- Orbital gap: 0.206 Ha
- Charge: -1
- Lowest unoccupied orbital energy: 2.25 eV

CARTESIAN COORDINATES (ANGSTROEM)
Na -0.35713 0.57826 -0.54366
C -2.75813 -0.77281 -1.91255
N -1.35074 -1.16530 -1.87477
C -0.78273 -1.21887 -3.20796
C -1.07843 -2.28931 -1.01926
C -0.75192 -3.52626 -1.54369
C -0.40031 -4.60584 -0.73029
C -0.38258 -4.41097 0.64034
C -0.71674 -3.17995 1.19526
C -1.08487 -2.07075 0.40395
N -1.33669 -0.80073 0.84092
C -1.59855 -0.44431 2.13074
C -2.23285 -1.23369 3.12060
C -2.53352 -0.73754 4.38138
C -2.21851 0.56540 4.74279
C -1.59969 1.36962 3.78930
C -1.29784 0.90080 2.52260
N -0.66396 1.79089 1.56751
C -1.33537 3.07098 1.37785
C 0.76053 1.98164 1.82983
H -3.35839 -1.48553 -2.49748
H -2.84843 0.21436 -2.37411
H -3.14738 -0.72234 -0.89663
H -1.31076 -1.91910 -3.87522
H 0.26274 -1.52264 -3.14971
H -0.83769 -0.22468 -3.65736
H -0.76024 -3.64995 -2.62017
H -0.13945 -5.56116 -1.16666
H -0.09021 -5.22193 1.29915
H -0.64992 -3.04892 2.26560
H -2.52896 -2.24264 2.86708
H -3.03708 -1.38533 5.09174
H -2.45385 0.94890 5.72722
H -1.34606 2.39646 4.03213
H -1.24959 3.73805 2.24928
H -2.39438 2.90411 1.18248
H -0.89771 3.57509 0.51367
H 0.94176 2.50006 2.78362
H 1.20055 2.58171 1.02781
H 1.26443 1.01344 1.85904
C 4.54213 1.30660 -2.21931
N 3.73513 0.54474 -1.27656
C 4.23428 0.28253 0.05658
C 2.44398 0.30704 -1.58230
O 1.63306 -0.18791 -0.80840
H 5.58966 1.21094 -1.93544
H 4.27382 2.36488 -2.22552
H 4.42773 0.91633 -3.22899
H 5.23773 -0.14007 -0.00452
H 3.57187 -0.42098 0.55238
H 4.27161 1.19909 0.65238
H 2.17040 0.62345 -2.59601
F -0.31869 2.13932 -1.80100
B 0.18875 3.08378 -2.76980
F -0.72780 3.21572 -3.80914
F 1.41932 2.56476 -3.26098
F 0.40767 4.30058 -2.11572

Atomic partial charges in e from the Löwdin method, atoms 1 to 5:
1. Na 0.306
2. C -0.067
3. N -0.230
4. C -0.092
5. C -0.189

=====

b:
DFT (the ωB97M-V functional and the def2-TZVPD basis) results for a molecular structure, C19H27BF4N4NaO.

## Properties
- Orbital gap: 0.202 Ha
- Charge: -1
- Lowest unoccupied orbital energy: 2.24 eV

CARTESIAN COORDINATES (ANGSTROEM)
Na -0.07721 -0.55016 0.15323
C -3.46460 -0.11482 0.14411
N -2.29645 0.67237 -0.18850
C -2.15735 0.81882 -1.63611
C -2.16953 1.93161 0.48541
C -3.26036 2.58072 1.03716
C -3.13029 3.80714 1.68685
C -1.87093 4.38211 1.76384
C -0.76633 3.74917 1.21507
C -0.86071 2.49702 0.57255
N 0.19022 1.75252 0.13353
C 1.37404 2.29684 -0.26648
C 1.52911 3.56690 -0.85635
C 2.74306 4.00314 -1.36616
C 3.86646 3.19448 -1.30340
C 3.74858 1.93686 -0.71322
C 2.54647 1.48257 -0.19907
N 2.41116 0.18401 0.39388
C 3.44492 -0.77415 0.05672
C 2.24705 0.26282 1.84853
H -4.40393 0.31354 -0.24329
H -3.35091 -1.10948 -0.29200
H -3.54627 -0.22163 1.22532
H -3.02093 1.35101 -2.06600
H -1.25001 1.37935 -1.85503
H -2.07636 -0.16528 -2.09911
H -4.23917 2.12310 0.96345
H -3.99484 4.29311 2.12083
H -1.73771 5.33093 2.27241
H 0.21216 4.19815 1.32745
H 0.65770 4.20181 -0.95375
H 2.79884 4.98213 -1.82988
H 4.81769 3.52436 -1.70164
H 4.62381 1.30147 -0.65911
H 4.42682 -0.52105 0.48928
H 3.14949 -1.75012 0.44178
H 3.55238 -0.83677 -1.02731
H 3.18207 0.57931 2.33572
H 1.46469 0.98221 2.08309
H 1.96526 -0.71528 2.24427
C 0.12608 -5.43137 -1.10405
N -0.57871 -4.21317 -1.44581
C -2.00595 -4.18318 -1.18921
C 0.09301 -3.07024 -1.64020
O -0.41582 -1.96046 -1.74748
H -0.02385 -5.66729 -0.04971
H 1.19192 -5.29268 -1.27687
H -0.23077 -6.25694 -1.72442
H -2.19245 -4.24304 -0.11505
H -2.48088 -5.02810 -1.69138
H -2.41103 -3.25276 -1.57759
H 1.17885 -3.21747 -1.71700
F -0.77164 -1.91086 1.86071
B 0.09647 -3.03516 1.93192
F -0.64337 -4.20728 1.70069
F 0.73607 -3.08408 3.15914
F 1.05402 -2.86679 0.88829

Atomic partial charges in e from the Löwdin method, atoms 1 to 5:
1. Na 0.377
2. C -0.097
3. N -0.218
4. C -0.075
5. C -0.192

=====

b is preferred energetically. Next in line: 0.0227 hartree higher.